Computed, not measured: a 3-piece molecular cluster, C4H17N2O2 overall in a non-equilibrium geometry, with wB97M-V/def2-TZVPD.

The geometry in XYZ format:
```
25
Properties=species:S:1:pos:R:3:forces:R:3:mulliken_charge:R:1
C -0.579285 -2.460215 -1.758646 1.01 -0.22 1.30 -1.4056
C -0.351987 -0.954822 -1.588238 0.92 -0.57 1.09 0.2879
C 0.775931 -0.752183 -0.549669 0.50 1.26 0.74 -0.7504
C 1.346219 0.693865 -0.531647 -1.44 -1.33 -1.09 -0.7731
N 0.197935 1.628120 -0.361928 0.31 1.52 0.66 -0.0697
N -1.527209 -0.180894 -1.153622 0.96 0.19 -0.63 -0.6119
H -1.613547 -2.762181 -1.613796 -0.14 -0.03 -1.14 0.3774
H 0.043277 -2.808561 -2.581763 -0.98 -0.30 -0.53 0.3422
H -0.101349 -2.995278 -0.924544 -0.03 0.27 0.15 0.3801
H 0.059542 -0.562531 -2.521555 -0.46 0.29 -0.10 0.3657
H 1.641675 -1.385111 -0.753683 -0.24 -0.20 0.02 0.3975
H 0.474839 -0.895209 0.496029 -0.47 -0.79 -0.29 0.2029
H 2.067283 0.806373 0.264799 0.39 0.37 -0.28 0.3715
H 1.658059 0.785154 -1.568579 0.87 0.81 0.26 0.4351
H 0.368139 2.578303 -0.693424 0.23 -0.17 -0.38 0.3949
H -0.658372 1.206959 -0.800405 -0.27 -0.34 0.03 0.4714
H -2.052522 0.088938 -1.965196 -0.85 -0.29 -0.02 0.2537
H -2.043660 -0.702813 -0.464331 -0.52 0.04 -0.10 0.2288
H -0.072431 1.820591 0.610094 0.05 -0.25 0.50 0.1002
H -0.447380 3.072520 3.154719 -0.45 0.38 -0.86 0.3348
H -0.495380 1.666198 2.844374 -0.50 0.22 -0.62 0.3847
O -0.792290 2.514463 2.426603 1.04 -0.67 1.22 -0.7082
H 1.020233 -0.127590 4.060006 -0.37 0.34 -0.06 0.3231
H 0.655312 -0.444746 2.625232 -0.30 0.39 0.50 0.3167
O 0.426960 0.170654 3.349173 0.73 -0.92 -0.38 -0.6498
```
Forces are in eV/Å.

Summary:
Total charge: +1
Energy relative to the best compared isomer or geometry (same formula, charge and spin) in kcal per mole: 23.1
Gap between HOMO and LUMO in Ha: 0.4116

---

Computed, not measured: C27H33BCrN8O2S3 as an isolated structure in a non-equilibrium geometry, with wB97M-V/def2-TZVPD.

The geometry in XYZ format:
```
75
Properties=species:S:1:pos:R:3:forces:R:3:lowdin_spin:R:1
Cr -0.162911 0.512718 -0.062387 -0.78 -0.56 0.36 3.8048
C -1.414221 3.009081 1.645750 0.06 -0.05 0.03 0.0043
C -2.095111 1.748918 1.173063 -0.37 0.32 -0.04 0.0025
C -2.748219 0.912219 2.077465 0.11 -0.05 -0.06 0.0176
C -3.522455 -0.153145 1.645005 -0.08 0.01 -0.01 0.0051
C -4.175659 -1.081016 2.624682 0.07 -0.01 0.00 0.0006
C -3.653645 -0.385734 0.276906 0.02 0.12 -0.01 0.0130
C -3.012091 0.413734 -0.653221 -0.07 0.01 -0.08 0.0090
C -3.140992 0.137226 -2.125891 -0.09 0.03 0.09 0.0031
C -2.234469 1.497474 -0.206612 -0.67 -0.01 0.29 0.0168
H -2.030496 3.523083 2.384414 0.00 -0.08 0.04 0.0002
H -1.247880 3.673593 0.803975 0.02 0.06 0.03 0.0001
H -0.444024 2.792235 2.097496 0.00 0.01 0.09 0.0014
H -2.681431 1.122972 3.137701 0.08 -0.02 0.02 0.0009
H -5.210750 -1.282281 2.348750 -0.01 -0.01 0.01 0.0001
H -4.150822 -0.675267 3.635203 -0.04 0.01 0.01 0.0000
H -3.636311 -2.031675 2.629062 0.00 -0.02 0.01 0.0002
H -4.256092 -1.220179 -0.063351 0.03 -0.04 0.00 0.0007
H -4.153811 0.355128 -2.469123 0.00 0.01 -0.03 0.0002
H -2.941311 -0.916539 -2.325133 0.04 0.01 -0.05 0.0001
H -2.445520 0.750223 -2.698087 -0.01 -0.03 -0.06 0.0013
H -1.956509 2.273602 -0.909436 0.27 -0.09 -0.05 0.0059
C 2.541973 0.944780 3.908474 0.11 0.00 0.03 0.0002
N 1.415003 0.047604 3.818942 -0.29 -0.36 -0.09 0.0014
C 0.160628 0.242910 4.367943 -0.01 0.04 0.12 0.0010
C -0.537143 -0.891035 4.149481 -0.25 0.10 0.00 0.0006
N 0.257711 -1.785639 3.477446 0.13 0.17 -0.27 0.0004
B -0.186412 -3.245089 3.149585 0.10 0.16 0.05 0.0003
N 0.316924 -3.675231 1.728579 0.03 0.44 -0.56 -0.0034
C 1.090819 -4.774430 1.476005 0.08 -0.05 0.03 -0.0011
C 1.386772 -4.807795 0.156414 -0.01 -0.25 0.03 -0.0027
N 0.769120 -3.717810 -0.412018 0.12 0.26 0.31 -0.0021
C 0.775971 -3.341915 -1.807465 -0.16 0.01 -0.16 0.0005
C 0.131153 -3.028570 0.564930 0.09 -0.21 0.11 0.0075
S -0.964419 -1.735309 0.229308 -0.25 -0.11 0.17 0.0255
C 1.469249 -1.218182 3.289956 0.30 0.12 0.25 0.0020
S 2.879461 -1.905952 2.666831 0.11 -0.09 -0.39 0.0015
H 2.397893 1.624315 4.746680 -0.06 -0.03 0.01 0.0000
H 2.674757 1.528640 2.997210 -0.05 -0.01 -0.09 0.0002
H 3.441375 0.349341 4.059627 -0.01 0.04 0.01 0.0000
H -0.098052 1.140487 4.900281 -0.03 0.05 -0.05 0.0000
H -1.543173 -1.154940 4.421756 -0.04 0.05 0.00 0.0000
H 0.323134 -3.968917 3.961476 -0.03 -0.30 -0.07 0.0000
H -1.389105 -3.282922 3.133022 -0.15 0.07 0.17 0.0002
H 1.369566 -5.446411 2.266232 0.08 0.05 0.03 0.0000
H 1.962067 -5.511504 -0.416886 0.01 0.03 -0.04 -0.0002
H 1.392395 -4.045791 -2.360968 0.02 -0.01 0.03 0.0000
H 1.167020 -2.332210 -1.926732 -0.08 -0.12 -0.11 0.0003
H -0.238930 -3.347752 -2.203903 0.01 -0.05 0.00 0.0003
N 3.754580 8.290221 -0.798760 -0.05 -0.01 -0.06 -0.0002
C 3.120391 7.074494 -0.949469 -0.07 -0.13 -0.01 -0.0002
C 3.271197 6.333367 -2.126435 0.02 0.09 -0.01 0.0000
C 2.551827 5.170853 -2.326228 -0.01 -0.16 -0.01 -0.0003
C 1.696134 4.724511 -1.337172 -0.29 -0.15 0.05 -0.0005
C 1.557513 5.426296 -0.147767 0.05 0.02 -0.04 0.0000
C 2.267039 6.592088 0.050768 0.00 -0.02 -0.02 0.0001
S 0.570905 3.387540 -1.586469 -0.39 0.18 -0.01 0.0058
O 0.758671 2.762091 -2.870228 0.37 0.19 -0.08 0.0059
O -0.737286 3.940101 -1.328982 0.07 -0.07 0.17 0.0012
N 0.871245 2.269711 -0.406398 -0.02 0.53 -0.59 0.0154
C 1.983676 1.529839 -0.713363 0.40 -0.29 -0.03 0.0247
N 1.736361 0.202628 -0.559429 1.33 0.18 -0.12 0.0006
C 2.743069 -0.635498 -0.804753 0.09 0.11 -0.06 0.0126
C 3.976467 -0.165533 -1.224662 -0.11 -0.36 0.10 -0.0002
C 4.115351 1.199088 -1.377920 -0.37 0.35 0.06 0.0148
N 3.123747 2.055023 -1.130711 0.34 -0.15 0.06 -0.0012
H 4.544127 8.472996 -1.392141 0.04 0.04 0.07 0.0000
H 3.806638 8.672183 0.128459 0.10 0.01 0.00 0.0000
H 3.938140 6.696277 -2.899019 0.00 0.00 -0.02 0.0000
H 2.642439 4.602746 -3.242491 0.02 0.03 -0.02 0.0000
H 0.874481 5.050638 0.603215 0.01 0.10 0.07 0.0001
H 2.145677 7.154234 0.968640 0.01 0.00 0.01 0.0000
H 2.550391 -1.692235 -0.714918 0.02 -0.03 0.34 0.0005
H 4.786519 -0.851657 -1.416281 0.02 0.01 -0.01 -0.0002
H 5.042978 1.647903 -1.714019 0.05 -0.08 -0.01 0.0009
```
Forces are in eV/Å.

Summary:
Total charge: 0
<S²>: 6.02
Energy relative to the best compared isomer or geometry (same formula, charge and spin) in kcal per mole: 16.2
Gap between HOMO and LUMO (alpha / beta) in Ha: 0.2497 / 0.2443
Multiplicity: 5

---

Computed, not measured: a 2-piece molecular cluster, C2H5ISi overall in a non-equilibrium geometry, with wB97M-V/def2-TZVPD.

The geometry in XYZ format:
```
9
Properties=species:S:1:pos:R:3:forces:R:3:mulliken_charge:R:1
C 0.689456 0.170597 0.702166 -2.01 -2.00 -3.37 -0.7345
C 0.496969 0.695664 -0.765274 -1.01 0.12 0.56 -0.5613
Si -0.755632 -0.618491 -0.214801 0.04 -1.33 1.55 0.1038
I -3.160820 0.062907 0.028948 0.97 -0.15 -0.13 -0.0567
H 1.455193 -0.555656 0.750603 0.90 -0.77 -0.01 0.2936
H 0.787659 0.868614 1.400051 -0.03 2.74 3.13 0.3966
H 0.007570 1.705270 -0.860361 0.38 -1.15 0.18 0.2538
H 1.383708 0.631897 -1.342095 0.41 -0.23 -0.94 0.3320
H -0.904107 -2.960805 0.300767 0.34 2.78 -0.98 -0.0274
```
Forces are in eV/Å.

Summary:
Total charge: 0
Energy relative to the best compared isomer or geometry (same formula, charge and spin) in kcal per mole: 74.6
Gap between HOMO and LUMO (alpha / beta) in Ha: 0.2836 / 0.2835